This record from the Open Molecules 2025 dataset describes a molecular structure, C3H12FInO3. The level of theory is ωB97M-V/def2-TZVPD.

Structure (ORCA input):
```
! RIJCOSX wB97M-V def2-TZVPD def2/J DEFGRID3
* xyz 3 2
In -3.952 0.852 0.688
F -1.030 0.498 0.216
C 0.467 -2.322 1.719
O -0.389 -1.480 2.368
H 1.468 -1.890 1.738
H 0.609 -3.348 2.060
H 0.171 -2.342 0.671
H -0.607 -0.826 1.700
C 1.219 2.330 1.598
O 1.618 1.039 1.051
H 1.998 2.984 1.991
H 0.654 2.774 0.779
H 0.456 2.107 2.343
H 0.770 0.632 0.858
C -0.406 -0.346 -3.593
O -1.110 0.596 -2.794
H 0.209 0.201 -4.308
H 0.091 -1.150 -3.050
H -1.219 -0.763 -4.186
H -1.016 0.455 -1.849
*
```

## Properties
Orbital gap (spin up / spin down) (eV): 6.4 / 5.7
LUMO energy (spin up / spin down) (hartree): -0.5637 / -0.5880
Energy (eV): -17299.4245